# C43H79ClN3O7

8 unconnected molecules or ions with the total composition C43H79ClN3O7 (the ωB97M-V functional and the def2-TZVPD basis, the Open Molecules 2025 dataset).

```
133
Properties=species:S:1:pos:R:3:forces:R:3
C -1.079434 2.238730 -1.742638 0.23 -0.30 -0.07
C 0.278773 2.331742 -1.034243 -0.44 0.14 -0.43
C 1.228660 1.280395 -1.607561 -0.46 -0.39 0.58
Cl 2.249006 1.932904 -2.893765 0.10 -0.14 -0.22
C 2.060878 0.513693 -0.575841 -0.45 0.68 0.01
N 1.081195 -0.267623 0.253417 0.45 -0.42 -0.55
C 1.669952 -1.135366 1.085104 0.11 0.00 0.02
N 1.023618 -2.145118 1.643760 -0.01 0.02 -0.22
N 2.971198 -0.892904 1.367645 -0.37 0.26 0.81
C 3.103733 0.575070 1.651588 -0.13 0.24 -0.20
C 2.932969 1.379284 0.352573 0.46 -0.81 0.35
C 4.310188 1.714188 -0.259741 -0.39 0.16 -0.68
C 4.505652 3.166777 -0.674358 0.38 0.18 0.55
C 4.408619 4.199519 0.429699 -0.05 0.54 0.14
C 4.613552 5.545182 0.080782 -0.13 -0.30 0.40
C 4.548093 6.557745 1.030899 0.02 -0.29 -0.22
C 4.263870 6.261337 2.360699 -0.02 -0.50 -0.09
C 4.058980 4.935040 2.726364 0.13 0.10 -0.52
C 4.142398 3.919385 1.767069 0.05 0.24 0.13
H -1.703514 1.464137 -1.300311 -0.10 -0.02 0.15
H -1.617717 3.178301 -1.731456 -0.12 0.10 0.05
H -0.922945 1.935826 -2.776284 -0.09 0.23 -0.25
H 0.665866 3.332385 -1.199671 0.32 0.05 0.20
H 0.138456 2.178523 0.032535 0.13 0.05 0.19
H 0.600632 0.536152 -2.098708 0.07 -0.16 -0.19
H 2.658196 -0.223438 -1.108121 0.33 0.04 -0.02
H 0.356896 -0.697783 -0.312060 -0.34 0.25 0.24
H 0.013910 -2.214103 1.637034 -0.29 -0.27 -0.14
H 1.554352 -2.818815 2.164804 -0.14 -0.10 0.23
H 3.274764 -1.439114 2.164245 0.23 -0.05 -0.08
H 4.052209 0.768409 2.133142 0.21 -0.17 -0.04
H 2.324818 0.852274 2.362148 0.01 0.00 0.14
H 2.389278 2.272637 0.639943 -0.06 0.25 -0.23
H 5.128721 1.430379 0.395064 -0.04 -0.06 0.34
H 4.431098 1.099113 -1.151126 0.14 -0.02 -0.10
H 5.513491 3.253952 -1.080119 0.09 -0.05 -0.18
H 3.837613 3.455927 -1.476777 -0.20 -0.05 -0.10
H 4.837002 5.773037 -0.952295 0.00 0.15 -0.08
H 4.724984 7.575873 0.719336 0.00 0.12 0.03
H 4.213603 7.040913 3.103559 -0.02 0.13 0.05
H 3.833761 4.669925 3.746893 0.00 -0.02 0.16
H 4.008623 2.905594 2.113190 -0.01 -0.06 0.01
C 2.643646 0.158118 6.517123 0.04 -0.07 -0.07
C 3.932468 0.841729 6.964768 -0.05 0.07 0.05
C 4.424017 1.460372 5.664771 0.04 -0.04 -0.05
O 3.252267 1.773613 4.898319 -0.01 -0.12 -0.08
C 2.109507 1.151234 5.494184 0.00 0.12 0.07
H 1.941569 -0.029851 7.327200 0.00 0.01 0.01
H 2.873497 -0.797246 6.036822 -0.01 0.00 0.01
H 3.706803 1.623268 7.692350 0.01 0.00 0.00
H 4.658457 0.163659 7.408891 0.00 -0.01 -0.01
H 5.036267 0.752769 5.093753 0.04 0.00 0.04
H 5.002516 2.370614 5.817709 -0.02 0.03 -0.05
H 1.500842 1.924707 5.971753 -0.05 -0.04 0.00
H 1.510085 0.677130 4.711965 0.00 0.04 -0.03
C 1.583283 -3.216101 -4.411716 0.06 0.02 -0.08
C 1.365047 -1.781813 -3.938697 -0.06 -0.02 0.20
C 1.035521 -1.065423 -5.239856 0.05 0.15 -0.08
O 0.391247 -2.027142 -6.072770 -0.05 -0.10 0.05
C 0.532123 -3.334367 -5.510142 -0.07 0.05 0.03
H 1.464593 -3.964741 -3.629410 -0.03 0.00 0.00
H 2.584259 -3.321170 -4.834537 0.00 0.00 0.00
H 0.505096 -1.743323 -3.259399 -0.01 0.01 -0.02
H 2.226796 -1.348043 -3.428763 0.03 0.00 -0.04
H 1.946647 -0.723134 -5.742244 0.02 0.03 0.06
H 0.372608 -0.208699 -5.100530 -0.05 -0.02 -0.07
H -0.436063 -3.645872 -5.102096 0.02 -0.04 0.02
H 0.816320 -4.033334 -6.296266 -0.01 0.03 -0.04
C 0.887399 4.883624 -7.358358 0.09 0.02 -0.04
C 1.397747 3.757356 -6.463443 -0.11 -0.05 0.05
C 2.124654 4.537525 -5.376199 0.08 0.07 -0.07
O 1.437062 5.781205 -5.240446 -0.02 -0.04 -0.02
C 0.530279 5.952411 -6.334190 -0.08 -0.05 0.05
H 0.042067 4.599603 -7.982774 -0.02 -0.01 0.02
H 1.689504 5.237372 -8.009665 -0.01 0.01 0.00
H 0.555018 3.206915 -6.036061 0.01 0.00 0.00
H 2.043452 3.045663 -6.976465 0.01 0.02 -0.02
H 3.163957 4.741214 -5.659735 0.00 -0.06 0.00
H 2.118545 4.022443 -4.415607 0.00 0.13 -0.03
H -0.491796 5.819333 -5.963671 -0.02 0.01 -0.05
H 0.627599 6.965878 -6.723341 0.03 0.02 0.04
C -2.846196 -0.818091 -7.475048 0.03 -0.12 0.07
C -3.955809 -0.551620 -6.461065 -0.03 0.07 -0.09
C -3.177404 0.064810 -5.309059 0.10 -0.06 0.09
O -2.066114 0.754599 -5.887937 0.01 -0.05 0.00
C -1.943380 0.387249 -7.269489 0.01 0.12 -0.06
H -3.201800 -0.907569 -8.499996 -0.01 0.03 0.00
H -2.309856 -1.733611 -7.216363 0.03 0.02 0.00
H -4.667050 0.172329 -6.863950 -0.01 0.00 0.02
H -4.508097 -1.442472 -6.167151 0.01 -0.01 0.01
H -2.788288 -0.708536 -4.633952 -0.07 -0.02 0.01
H -3.773998 0.766473 -4.724279 0.04 0.04 0.00
H -2.265215 1.236762 -7.881351 0.00 -0.03 -0.03
H -0.898074 0.171991 -7.493472 0.02 0.01 0.08
C -3.467198 -4.229144 3.544266 0.18 -0.05 0.00
C -3.201857 -3.027654 4.444605 -0.14 0.09 0.03
C -1.993775 -2.396753 3.775546 0.05 -0.03 0.05
O -2.112435 -2.680873 2.369662 0.35 0.10 -0.02
C -3.142346 -3.667898 2.168617 -0.11 -0.05 -0.04
H -4.484828 -4.607765 3.610825 -0.02 0.02 0.00
H -2.784721 -5.042102 3.798877 -0.03 -0.01 0.03
H -4.050200 -2.340154 4.413071 0.02 0.02 -0.01
H -3.017289 -3.298867 5.481894 0.01 -0.07 -0.02
H -1.061907 -2.844185 4.143537 -0.02 0.00 0.05
H -1.941422 -1.316175 3.918568 0.01 0.01 -0.07
H -4.009736 -3.172881 1.726775 -0.02 0.01 -0.02
H -2.780583 -4.423758 1.471379 0.05 0.05 -0.01
C -2.169702 -6.745671 8.645078 -0.04 0.08 0.07
C -3.536952 -7.281482 8.229470 0.05 -0.08 -0.07
C -4.044178 -6.167445 7.325626 -0.04 0.08 0.06
O -2.885924 -5.588416 6.710294 0.04 0.01 0.00
C -1.705600 -6.062041 7.367197 0.00 -0.08 -0.07
H -1.480271 -7.516663 8.984012 0.00 -0.02 -0.01
H -2.282287 -6.012380 9.446390 0.01 0.00 0.00
H -3.419672 -8.205990 7.660262 -0.02 0.00 0.00
H -4.203540 -7.480008 9.066342 0.00 0.02 0.01
H -4.557216 -5.390321 7.901265 -0.03 -0.03 0.01
H -4.719820 -6.525044 6.548140 0.03 0.03 -0.04
H -1.196484 -6.768406 6.702238 0.03 -0.01 0.04
H -1.037975 -5.219447 7.554425 -0.03 0.03 -0.03
C -4.221649 0.319317 -0.161742 -0.03 0.07 0.01
C -5.360565 -0.542532 0.375215 0.04 -0.06 0.04
C -6.396247 -0.411278 -0.732725 -0.03 0.10 0.00
O -5.661191 -0.241606 -1.946679 0.03 0.00 -0.02
C -4.292560 0.022539 -1.655357 0.01 -0.09 0.02
H -3.249485 0.083552 0.273305 -0.02 -0.04 0.02
H -4.431291 1.375013 0.024387 0.02 0.00 -0.01
H -5.033802 -1.580431 0.462184 0.00 -0.02 0.00
H -5.737042 -0.219974 1.344992 0.00 0.01 -0.01
H -7.030869 0.467624 -0.582060 -0.01 -0.02 0.04
H -7.036846 -1.288440 -0.822862 0.00 0.00 -0.05
H -3.703523 -0.867276 -1.914195 0.06 0.04 0.02
H -3.946634 0.855125 -2.269357 -0.04 -0.01 -0.05
```
Forces are in eV/Å.

## Properties
F_max ... 1.00 eV/A
HOMO-LUMO gap ... 8.20 eV
HOMO level ... -10.74 eV
LUMO level ... -2.5 eV
Total charge ... +1